Entry 1:
16
Properties=species:S:1:pos:R:3:forces:R:3:nbo_charge:R:1 method="wB97M-V/def2-TZVPD" multiplicity=1 lumo_energy_ev=-4.80 homo_energy_ha=-0.52013 gap_ev=9.4 charge=+1
H 3.309321 0.957052 0.586543 -0.33 0.40 -0.62 0.37
N 2.627539 0.267893 0.251864 0.04 -0.70 0.41 -0.33
N 1.524456 0.766948 0.103500 0.21 0.90 0.73 0.03
N 0.531172 -0.158722 -0.155616 -3.76 -1.78 1.47 -0.24
C 0.817996 -1.655202 -0.145691 2.31 -0.52 1.76 -0.54
C -0.829091 0.317799 0.101993 2.61 -2.41 -3.52 0.61
C -1.048478 1.774436 -0.148943 -2.36 1.28 0.49 -0.72
N -1.826895 -0.609910 0.048099 1.27 2.23 0.47 -0.70
H 0.680037 -2.196376 0.862017 -0.86 1.23 -1.19 0.24
H 0.275700 -2.173332 -0.961717 0.68 0.47 0.41 0.24
H 1.995619 -1.810746 -0.080966 -2.52 0.66 -1.29 0.31
H -2.165583 1.862420 -0.497327 2.14 0.04 0.46 0.26
H -0.350051 2.307610 -0.873306 -0.84 -1.26 1.00 0.30
H -1.029684 2.346654 0.825760 0.14 -0.60 -0.93 0.29
H -2.816745 -0.407978 -0.064447 0.42 0.81 0.17 0.44
H -1.695307 -1.588544 0.148242 0.83 -0.75 0.17 0.43

Entry 2:
16
Properties=species:S:1:pos:R:3:forces:R:3:lowdin_spin:R:1 method="wB97M-V/def2-TZVPD" multiplicity=3 lumo_energy_ev="-3.21 / -7.61" homo_energy_ha="-0.42479 / -0.50127" gap_ev="8.4 / 6.0" charge=+1
C -2.873535 0.138154 -0.342471 -2.09 -0.28 0.64 0.36
C 0.794413 -0.055175 -0.445558 1.79 1.13 -2.47 0.07
C 1.585205 -1.313458 -0.787695 0.04 0.23 0.25 0.01
N -1.645708 0.012225 -0.483517 -1.21 2.74 1.08 0.38
N -0.580427 -0.263059 -0.880239 2.73 -3.66 -0.75 0.62
N 1.052037 0.382255 0.872326 -2.05 0.88 1.03 0.28
N 0.207033 1.445483 1.298256 1.19 -0.63 0.07 0.15
H -3.499418 -0.724844 -0.161848 -0.34 -0.37 -0.35 0.04
H 1.168566 -0.347669 1.566167 -0.26 -0.10 0.05 0.01
H 1.075162 0.760543 -1.136801 0.41 -0.15 0.37 0.02
H 2.620828 -1.169237 -0.495237 0.14 0.01 -0.03 0.00
H 1.548236 -1.510205 -1.854971 -0.08 0.04 0.01 0.00
H 1.186276 -2.176116 -0.259111 -0.09 -0.06 0.05 0.00
H 0.010317 1.373514 2.290304 0.03 -0.13 0.02 0.00
H -3.332819 1.113839 -0.320077 -0.05 0.41 0.27 0.04
H 0.683832 2.333750 1.140472 -0.18 -0.05 -0.25 0.01

Entry 3:
16
Properties=species:S:1:pos:R:3:forces:R:3:lowdin_spin:R:1 method="wB97M-V/def2-TZVPD" multiplicity=3 lumo_energy_ev="-3.58 / -6.98" homo_energy_ha="-0.35924 / -0.52833" gap_ev="6.2 / 7.4" charge=+1
C -0.794540 -0.750136 -1.944449 -0.24 2.58 -1.55 0.00
C 1.501219 0.542196 1.289195 7.23 1.64 -0.97 0.73
C -0.758189 0.567485 2.090957 -2.17 -0.70 -2.88 0.10
N -0.576862 -1.275836 -0.825597 -0.47 -2.15 0.41 0.04
N -0.798374 0.117941 -2.717814 0.21 -1.09 0.04 0.01
N 0.286228 0.232264 1.085201 -5.02 -0.47 2.66 0.86
N -0.890334 0.972129 -3.682509 0.16 -0.16 -0.60 0.01
H 1.866953 0.901474 2.240878 -0.27 -0.70 0.83 0.11
H 2.395549 0.305645 0.646037 -1.34 0.57 0.08 0.07
H -1.655866 0.038875 1.641675 0.72 0.34 1.41 0.00
H -0.508608 0.287886 3.112183 0.54 -0.98 -0.18 0.04
H -1.098317 1.581204 2.237624 0.49 0.91 -0.65 0.01
H -1.137826 -2.088462 -0.647555 0.07 -0.41 0.70 0.00
H -0.152917 -0.712320 -0.061608 0.45 -0.27 0.79 0.02
H -0.229790 0.828490 -4.461167 -0.46 0.68 0.74 0.00
H -1.228380 1.856563 -3.326584 0.11 0.21 -0.83 0.00

Entry 4:
18
Properties=species:S:1:pos:R:3:forces:R:3:nbo_charge:R:1 method="wB97M-V/def2-TZVPD" multiplicity=1 lumo_energy_ev=-4.37 homo_energy_ha=-0.49538 gap_ev=9.1 charge=+1
C -2.023606 -0.003106 0.106756 -0.29 0.34 1.43 0.72
C 1.244506 -0.660897 -0.000454 -0.77 -0.58 -1.34 0.67
C -1.197651 0.614952 -0.966221 4.97 1.24 -0.49 -0.34
N 2.379575 -0.877281 0.693638 -1.75 2.15 -0.27 -0.75
N 0.682141 -1.732197 -0.577428 0.76 -1.30 0.15 -0.74
N 0.703673 0.575081 -0.305111 -2.93 -1.71 -0.01 -0.25
N 0.738103 1.455366 0.703087 0.56 1.03 2.74 -0.66
O -3.193750 0.649881 0.424371 1.41 0.14 -1.10 -0.63
O -1.585862 -0.942891 0.730230 -1.38 0.92 -0.55 -0.53
H -0.871094 1.706497 -0.995470 -1.80 -1.35 -0.07 0.26
H -1.076687 0.154551 -1.963894 -0.62 0.19 0.61 0.25
H 2.711199 -1.812245 0.607483 0.93 -0.15 0.47 0.42
H 2.859045 -0.056990 1.099309 -0.22 -1.17 -0.26 0.46
H 1.038593 -2.653013 -0.239173 -0.70 1.12 -0.87 0.42
H -0.131935 -1.751279 -1.218424 1.00 0.34 1.20 0.44
H 0.173268 1.449495 1.605064 0.59 -1.07 -1.77 0.39
H -3.253476 1.494872 -0.103179 -0.09 -1.20 0.68 0.50
H 0.803954 2.389211 0.399414 0.34 1.09 -0.55 0.38

Let's list DFT total energy in order: -9208.1490; -9204.6086; -9202.9338; -13303.3838 eV.
Let's list ΔE to the lowest compared entry with this formula, charge and spin in order: 3.4724; 2.6002; 4.2750; 1.1188 eV.